Record 1
C3H10N3P | ωB97M-V/def2-TZVPD

Positions of all 17 atoms, in Å:
C 0.328 0.991 -0.509
C -0.631 0.843 -1.696
C 0.817 -0.361 0.021
N -1.739 -0.063 -1.409
N -1.610 -1.182 -0.834
N 0.115 -1.204 2.677
P -0.627 -1.237 0.774
H 1.179 1.594 -0.837
H -0.173 1.532 0.300
H -1.045 1.817 -1.968
H -0.081 0.445 -2.556
H 1.172 -0.981 -0.805
H 1.617 -0.235 0.746
H -2.677 0.301 -1.586
H -0.511 -1.744 3.265
H 0.111 -0.246 3.009
H -0.281 -2.562 0.622

SMILES: N[P@H]1=NNCCC1
Highest occupied orbital energy (spin up / spin down) (hartree): -0.270 / -0.270
LUMO (spin up / spin down) (Ha): 0.0044 / 0.0043
HOMO-LUMO gap (spin up / spin down) (eV): 7.469 / 7.464

=====

Record 2
C3H10N4 | ωB97M-V/def2-TZVPD

Positions of all 17 atoms, in Å:
C -2.119 0.215 0.181
C 0.331 0.101 -0.051
C 2.780 -0.295 0.147
N -3.280 -0.383 -0.072
N 1.407 -0.748 0.118
N 0.626 1.348 -0.246
N -0.956 -0.382 0.014
H -2.189 1.253 0.288
H 3.332 -1.221 0.469
H 3.179 0.149 -0.858
H 3.131 0.544 0.826
H -4.187 0.119 -0.197
H -3.507 -1.387 -0.053
H 1.279 -1.685 -0.050
H 1.537 1.927 -0.044
H -0.232 1.857 -0.342
H -1.134 -1.412 -0.130

SMILES: CNC(=[NH2+])/[NH+]=C/N
Total charge: +2
Highest occupied orbital energy (hartree): -0.694
LUMO (Ha): -0.3507
HOMO-LUMO gap (eV): 9.352

=====

Record 3
C3H10N4O | ωB97M-V/def2-TZVPD

Positions of all 18 atoms, in Å:
N 1.508 -2.520 0.791
C 1.471 -1.131 0.879
N 1.758 -0.510 -0.355
N 1.129 -0.464 1.905
H 0.988 -2.989 1.514
H 1.296 -2.903 -0.117
H 2.660 -0.875 -0.652
H 1.970 0.453 -0.105
H 1.191 -1.044 2.738
O -0.570 1.788 -2.283
C -0.838 1.558 -1.136
C -2.192 1.089 -0.664
N -2.090 0.535 0.682
H -0.055 1.632 -0.356
H -2.852 1.961 -0.602
H -2.592 0.437 -1.450
H -3.012 0.308 1.030
H -1.586 -0.345 0.670

SMILES: N=C(N)N.NCC=O
Highest occupied orbital energy (hartree): -0.343
LUMO (Ha): 0.0257
HOMO-LUMO gap (eV): 10.021

=====

Record 4
C3H10N4O | ωB97M-V/def2-TZVPD

Positions of all 18 atoms, in Å:
C -0.274 -0.168 0.482
C -0.153 0.148 -0.895
C 1.927 0.317 -0.440
N 0.040 -1.399 0.990
N -0.630 0.812 1.359
O 2.538 -0.944 -0.248
N -2.321 -0.114 -0.976
N -2.798 0.892 -0.476
H 2.545 -1.407 -1.096
H 0.671 -1.949 0.416
H 0.075 -1.461 1.997
H -1.381 1.402 0.988
H -0.515 0.629 2.345
H -3.831 0.984 -0.669
H -0.311 1.167 -1.208
H 0.011 -0.644 -1.611
H 2.158 0.949 0.415
H 2.250 0.786 -1.372

Highest occupied orbital energy (hartree): -0.192
LUMO (Ha): 0.0245
HOMO-LUMO gap (eV): 5.893

=====

Record 5
C3H10N4O | ωB97M-V/def2-TZVPD

Positions of all 18 atoms, in Å:
C 0.583 1.219 1.844
C -1.105 -1.223 0.793
C -0.169 0.498 -0.861
H 1.125 0.332 2.231
H 0.779 2.219 2.486
H 1.178 1.229 0.947
H -0.528 -1.842 1.711
H -2.189 -0.956 1.349
H -1.160 -1.672 -0.439
H -0.143 2.519 -0.691
H -0.473 0.261 -2.859
H 0.369 -2.065 -1.199
H 2.093 -1.247 -1.887
N -0.251 -0.031 0.460
N -0.021 1.673 -1.326
N -0.208 -0.440 -1.965
N 0.786 -1.470 -2.103
O -0.667 0.996 1.507

Highest occupied orbital energy (hartree): -0.335
LUMO (Ha): 0.0274
HOMO-LUMO gap (eV): 9.865

=====

Record 6
C3H10N4O2S | ωB97M-V/def2-TZVPD

Positions of all 20 atoms, in Å:
C 1.293 1.678 -0.735
C 0.765 0.042 -2.467
C -0.598 -1.038 1.580
H 0.816 2.418 -0.031
H 1.939 0.989 -0.167
H 1.916 2.222 -1.474
H 1.404 -0.770 -2.040
H -0.090 -0.426 -2.993
H 1.396 0.609 -3.217
H 0.585 -2.667 1.595
H 0.093 -2.185 3.154
H -1.777 0.550 1.936
H -1.917 -0.747 3.078
N 0.251 0.970 -1.476
N -0.215 -0.777 0.367
N -0.118 -2.186 2.163
N -1.413 -0.301 2.375
O -1.929 -0.258 -1.423
O -1.423 1.492 0.315
S -0.978 0.383 -0.537

SMILES: CN(C)S(=O)(=O)N=C(N)N
Highest occupied orbital energy (hartree): -0.349
LUMO (Ha): 0.0250
HOMO-LUMO gap (eV): 10.175

=====

Record 7
C3H10N5 | ωB97M-V/def2-TZVPD

Positions of all 18 atoms, in Å:
C 1.335 -0.942 1.170
C -2.068 -0.291 -0.631
C -1.158 1.456 0.739
N 0.306 -1.544 1.027
N 2.377 -0.357 1.246
N -1.085 0.539 -0.373
N 2.688 1.004 1.438
N 0.113 0.599 -1.075
H -3.071 -0.219 -0.206
H -2.054 -0.898 -1.528
H -2.156 1.603 0.899
H -0.771 0.799 1.614
H -0.609 2.400 0.576
H 0.124 -2.472 1.434
H 2.485 1.218 2.383
H 3.701 1.108 1.324
H 0.300 -0.246 -1.535
H 0.767 1.137 -0.402

Total charge: +1
Highest occupied orbital energy (hartree): -0.473
LUMO (Ha): -0.1631
HOMO-LUMO gap (eV): 8.428

=====

Record 8
C3H10N8O2 | ωB97M-V/def2-TZVPD

Positions of all 23 atoms, in Å:
C -1.610 -1.930 0.844
C 0.239 1.348 -0.990
C -0.255 -1.182 -0.875
N -1.256 -1.847 -0.356
N 0.356 -0.045 1.044
N 0.117 0.174 -0.282
N -2.011 -2.132 1.932
N -0.405 1.364 -2.200
N 1.036 2.293 -0.680
N 0.091 0.860 1.849
N 1.092 -1.871 -0.741
O 0.385 0.647 3.131
O -0.272 1.950 1.602
H -0.379 -0.921 -1.990
H -2.821 -2.269 2.433
H 0.244 1.514 3.566
H -0.853 0.580 -2.667
H -0.355 2.252 -2.764
H 1.417 2.171 0.300
H 0.890 3.256 -1.043
H 1.381 -2.696 -1.348
H 1.033 -2.259 0.198
H 1.933 -1.258 -0.961

SMILES: N=C=N[C@H]([NH3+])N(/N=[N+](\[O-])O)C(N)=[NH2+]
Total charge: +2
Highest occupied orbital energy (hartree): -0.644
LUMO (Ha): -0.2622
HOMO-LUMO gap (eV): 10.389

=====

Computed maximum force, in the same sequence as the records: 2.6; 5.8; 1.1; 2.5; 7.4; 2.3; 4.3; 5.8 eV/Å.
Computed energy above the lowest of the compared OMol25 structures with the same formula, charge and spin, in the same sequence as the records: 0.5429; 1.2806; 1.5684; 6.5606; 9.8176; 0.0000; 4.3304; 1.0442 eV.
Computed total energy, in the same sequence as the records: -625.81188; -338.66797; -414.55559; -414.37213; -414.25244; -888.01081; -393.69887; -708.02827 Ha.